# 1
Here is a 3-piece molecular cluster, C4H9NO2 overall in a non-equilibrium geometry from the Open Molecules 2025 dataset. Energies are from ωB97M-V/def2-TZVPD.

Structure (XYZ):
```
16
Properties=species:S:1:pos:R:3:mulliken_charge:R:1
O 0.294 -1.903 0.402 -0.545
O -1.727 -0.927 -0.092 -0.553
N -0.687 -0.517 1.893 -0.665
C 1.265 0.939 0.110 -0.759
C 0.293 0.635 -0.814 0.362
C -0.313 0.876 -1.948 -0.766
C -0.488 -0.753 0.511 0.431
H 1.972 0.176 0.416 0.292
H 2.102 1.694 -0.923 0.219
H -1.226 0.343 -2.191 0.281
H 0.138 -0.791 2.414 0.237
H 1.039 1.724 0.824 0.211
H -2.270 -1.405 0.563 0.302
H 0.136 1.532 -2.685 0.311
H -0.900 0.457 2.066 0.251
H 0.375 -2.079 -0.545 0.392
```

Properties
* charge: 0
* HOMO energy: -7.92 eV
* E: -362.8852 hartree
* relative energy (zero: lowest compared OMol25 entry of this formula, charge and spin): 5.451 eV
* frontier orbital gap: 8.69 eV

***

# 2
Here is a 2-piece molecular cluster, C4H9NO2 overall in a non-equilibrium geometry from the Open Molecules 2025 dataset. Energies are from ωB97M-V/def2-TZVPD.

Structure (XYZ):
```
16
Properties=species:S:1:pos:R:3:mulliken_charge:R:1
O -1.093 0.683 -1.785 -0.439
O 0.363 -1.670 0.482 -0.673
N 2.150 0.478 -0.268 -0.660
C -1.451 0.337 1.089 -1.195
C 0.726 0.503 -0.280 0.174
C 0.033 0.178 0.923 0.207
C 0.139 0.237 -1.490 -0.118
H -1.693 -0.021 -2.053 0.337
H 2.545 0.694 0.638 0.258
H -1.785 1.338 0.810 0.293
H -1.966 -0.379 0.447 0.284
H 2.491 -0.440 -0.537 0.259
H 0.777 0.047 -2.345 0.382
H -1.730 0.151 2.125 0.344
H -0.132 -2.499 0.427 0.199
H 0.627 0.363 1.815 0.348
```

Properties
* charge: 0
* HOMO energy: -7.91 eV
* E: -362.9020 hartree
* relative energy (zero: lowest compared OMol25 entry of this formula, charge and spin): 4.995 eV
* frontier orbital gap: 8.10 eV

***

# 3
Here is one molecule with the formula C4H9NO2 in a non-equilibrium geometry from the Open Molecules 2025 dataset. Energies are from ωB97M-V/def2-TZVPD.

Structure (XYZ):
```
16
Properties=species:S:1:pos:R:3:mulliken_charge:R:1
O -0.518 -2.935 0.353 -0.411
O 1.361 -2.134 -0.557 -0.592
N 0.183 0.563 0.338 0.031
C 1.082 1.352 -0.623 -0.968
C 0.198 -1.980 -0.105 0.452
C -0.442 -0.602 -0.420 -0.693
C -0.793 1.231 1.106 -0.856
H 1.779 0.657 -1.083 0.331
H 0.529 2.055 -1.260 0.360
H -1.678 1.584 0.354 0.318
H -0.259 2.171 1.528 0.265
H -0.133 -3.803 0.215 0.369
H -1.279 0.697 1.963 0.255
H -1.517 -0.392 -0.268 0.515
H 1.753 2.119 -0.089 0.283
H -0.266 -0.583 -1.450 0.342
```

Properties
* charge: 0
* structure (SMILES): CN(C)CC(=O)O
* HOMO energy: -8.58 eV
* E: -362.9906 hartree
* relative energy (zero: lowest compared OMol25 entry of this formula, charge and spin): 2.584 eV
* frontier orbital gap: 9.25 eV

***

# 4
Here is C4H9NO2 as an isolated structure in a non-equilibrium geometry from the Open Molecules 2025 dataset. Energies are from ωB97M-V/def2-TZVPD.

Structure (XYZ):
```
16
Properties=species:S:1:pos:R:3:mulliken_charge:R:1
O 2.077 -1.325 0.612 -0.678
O -0.437 -1.914 1.174 -0.494
N 1.087 0.467 -0.392 -0.014
C -0.856 -0.975 0.362 -0.478
C -0.167 0.428 0.359 0.080
C 2.111 -0.363 -0.156 0.090
C -1.128 1.440 0.020 -0.991
H 0.055 0.502 1.437 0.215
H 1.241 1.288 -0.960 0.246
H -1.071 1.986 -0.916 0.385
H 0.559 -1.851 1.181 0.513
H 3.026 -0.120 -0.717 0.363
H -1.745 1.856 0.806 0.250
H -1.619 0.123 -1.537 -0.008
H -1.283 -0.579 -1.597 0.096
H -1.941 -0.965 0.258 0.423
```

Properties
* charge: 0
* HOMO energy (alpha / beta): -7.21 / -8.09 eV
* E: -362.8884 hartree
* relative energy (zero: lowest compared OMol25 entry of this formula, charge and spin): 5.364 eV
* frontier orbital gap (alpha / beta): 7.29 / 8.82 eV

***

# 5
Here is one molecule with the formula C4H9NO2 from the Open Molecules 2025 dataset. Energies are from ωB97M-V/def2-TZVPD.

Structure (XYZ):
```
16
Properties=species:S:1:pos:R:3:mulliken_charge:R:1
O 0.884 2.247 -0.290 -0.590
O -0.143 0.736 1.072 -0.366
N -0.654 2.891 1.273 -0.414
C 0.097 1.977 0.591 0.634
C 0.541 -0.342 0.421 -0.510
C -0.417 -1.101 -0.481 -0.197
C 0.270 -2.274 -1.176 -1.207
H -0.820 -0.405 -1.228 0.234
H -0.694 3.817 0.879 0.252
H -1.262 -1.456 0.122 0.287
H -1.443 2.567 1.808 0.228
H 1.071 -1.929 -1.839 0.327
H -0.444 -2.839 -1.782 0.344
H 0.710 -2.967 -0.450 0.316
H 0.918 -0.983 1.225 0.293
H 1.385 0.062 -0.145 0.370
```

Properties
* charge: 0
* structure (SMILES): CCCOC(N)=O
* HOMO energy: -10.39 eV
* E: -363.0797 hartree
* relative energy (zero: lowest compared OMol25 entry of this formula, charge and spin): 0.159 eV
* frontier orbital gap: 11.34 eV

***

# 6
Here is one molecule with the formula C4H9NO2 from the Open Molecules 2025 dataset. Energies are from ωB97M-V/def2-TZVPD.

Structure (XYZ):
```
16
Properties=species:S:1:pos:R:3:mulliken_charge:R:1
O -0.936 -0.581 -0.319 -0.404
O 0.832 0.160 -1.647 -0.551
N 0.037 -2.417 0.600 -0.446
C -0.436 0.468 -1.166 0.211
C -0.087 -1.049 0.644 0.757
C -0.492 1.866 -0.548 -1.261
C 0.492 -0.263 1.572 -0.928
H 0.607 -2.858 1.301 0.171
H -0.249 -2.976 -0.186 0.211
H 0.098 0.728 1.760 0.281
H -0.482 2.603 -1.357 0.345
H -1.110 0.431 -2.027 0.317
H 1.269 -0.647 2.226 0.222
H 1.475 0.459 -0.988 0.407
H -1.397 2.015 0.050 0.337
H 0.379 2.061 0.086 0.331
```

Properties
* charge: 0
* structure (SMILES): C=C(N)O[C@@H](C)O
* HOMO energy: -8.05 eV
* E: -363.0189 hartree
* relative energy (zero: lowest compared OMol25 entry of this formula, charge and spin): 1.814 eV
* frontier orbital gap: 9.05 eV

***

# 7
Here is C4H9NO2 as an isolated structure from the Open Molecules 2025 dataset. Energies are from ωB97M-V/def2-TZVPD.

Structure (XYZ):
```
16
Properties=species:S:1:pos:R:3:mulliken_charge:R:1
O -0.418 1.884 1.303 -0.564
O 0.951 -1.386 0.614 -0.594
N 0.928 0.072 0.574 -0.052
C -1.945 -0.608 -0.771 -0.615
C -0.446 0.542 0.851 0.184
C -1.295 0.480 -0.383 -0.478
C 1.775 -0.599 -0.911 -0.486
H -0.822 -0.156 1.617 0.312
H 2.357 -1.515 -0.966 0.269
H -0.263 1.894 2.253 0.343
H -2.525 -0.622 -1.686 0.287
H 2.419 0.275 -1.020 0.271
H -1.901 -1.524 -0.194 0.251
H 1.560 0.446 1.284 0.296
H 0.945 -0.578 -1.601 0.270
H -1.320 1.398 -0.962 0.306
```

Properties
* charge: 0
* HOMO energy: -7.92 eV
* E: -362.8253 hartree
* relative energy (zero: lowest compared OMol25 entry of this formula, charge and spin): 7.083 eV
* frontier orbital gap: 8.65 eV

***

# 8
Here is C4H9NO2 as an isolated structure in a non-equilibrium geometry from the Open Molecules 2025 dataset. Energies are from ωB97M-V/def2-TZVPD.

Structure (XYZ):
```
16
Properties=species:S:1:pos:R:3:mulliken_charge:R:1
O -1.253 -1.171 1.436 -0.427
O 2.034 -0.568 -0.528 -0.611
N -0.740 -0.401 0.377 -0.002
C 0.505 0.730 0.687 0.301
C 1.199 -0.557 0.393 -0.141
C 0.550 1.833 -0.319 -1.209
C -1.155 -0.881 -0.920 -0.821
H 1.461 2.416 -0.172 0.346
H -0.780 -1.897 -1.105 0.314
H -0.741 -0.241 -1.695 0.289
H -2.244 -0.887 -0.968 0.303
H 1.268 -1.273 1.240 0.356
H 0.526 1.028 1.739 0.372
H 0.570 1.462 -1.340 0.254
H -0.324 2.473 -0.192 0.342
H -0.877 -2.067 1.368 0.334
```

Properties
* charge: 0
* HOMO energy: -8.40 eV
* E: -362.8972 hartree
* relative energy (zero: lowest compared OMol25 entry of this formula, charge and spin): 5.125 eV
* frontier orbital gap: 9.18 eV